Entry 1:
14
Properties=species:S:1:pos:R:3:forces:R:3:lowdin_charge:R:1 method="wB97M-V/def2-TZVPD" e_above_lowest_kj_mol=276.6 orbital_gap_ha=0.462 total_charge=+1 mol_weight_g_mol=86.11 lumo_ev=-3.557 total_energy_ha=-286.8371
C -1.565638 -0.751993 -0.538830 2.9653 0.4919 1.0412 0.106
N -0.175818 -0.307740 0.010364 -2.8776 -1.5779 -2.0802 -0.105
C 0.736658 -1.445444 0.288765 -0.0257 2.9907 1.6645 0.052
C 0.069836 0.911544 0.036801 4.0434 3.7004 -0.4289 -0.282
C 1.025922 2.063147 0.312898 -0.6350 -1.2922 0.3736 0.110
O -0.307473 2.096281 -0.403744 -0.6337 -1.0697 0.8960 0.126
H -1.275155 -1.681215 -1.037898 -0.9733 0.2382 -0.1333 0.104
H -1.803306 0.082226 -1.173485 -1.0533 -0.1780 -0.3808 0.099
H -2.089523 -0.860369 0.401605 -0.9291 -0.2407 -0.4476 0.112
H 0.816423 -2.083272 -0.581193 0.5666 0.3690 -0.3717 0.103
H 0.115708 -1.993934 1.013972 1.2622 -0.1028 0.4370 0.115
H 1.609987 -0.754213 0.618668 -0.5409 -2.7707 -0.1007 0.147
H 0.926185 2.359309 1.407637 0.4440 0.2217 -1.7583 0.149
H 1.916195 2.365674 -0.355562 -1.6132 -0.7799 1.2893 0.164

Entry 2:
27
Properties=species:S:1:pos:R:3:forces:R:3:lowdin_charge:R:1 method="wB97M-V/def2-TZVPD" e_above_lowest_kj_mol=389.8 orbital_gap_ha="0.277 / 0.251" mol_weight_g_mol=228.27 lumo_ev="-0.407 / -0.070" total_energy_ha=-1087.1984
C 2.614525 1.772278 0.125685 -0.1486 1.9448 0.2998 -0.084
C 2.111465 1.613293 -1.167808 0.7231 1.0467 -0.3294 -0.096
C 2.431066 0.809035 1.089729 1.9957 1.2193 0.4370 -0.101
C 1.572423 0.453994 -1.528826 -2.1433 -4.2452 0.6435 -0.038
C 1.866423 -0.375768 0.757497 1.2732 -1.9999 1.7020 -0.079
C 1.408472 -0.649211 -0.530419 2.1005 4.9186 -0.8295 -0.213
C 0.693227 -1.738265 -0.642213 -2.0281 -3.7240 -0.0306 -0.163
C -2.272785 -1.634699 1.538162 0.9434 -2.0996 1.1319 -0.073
C -1.698092 0.059539 -1.829364 3.4170 -3.6775 2.4108 -0.107
C -1.275093 -0.612839 1.092830 -0.8433 1.2478 -1.6797 -0.440
O 0.500911 -2.895901 -0.668225 -0.0808 0.5449 -0.2988 0.180
O -3.368395 0.872306 0.084438 0.9484 -0.5468 0.0286 -0.334
O -1.086510 1.811452 0.074231 0.9725 0.4314 0.4707 -0.329
O -0.472854 0.044549 1.925027 0.3702 2.0332 0.0431 -0.035
S -1.934569 0.656624 -0.082226 -1.7780 -1.1186 -1.5909 0.693
H 3.057495 2.740669 0.409481 -0.1299 -0.6156 -0.2373 0.113
H 2.181269 2.395253 -1.913719 0.1149 0.1223 0.1624 0.118
H 2.989162 0.982734 2.038437 -0.9478 -0.4543 -0.5615 0.132
H 1.040620 0.143143 -2.427644 0.9600 0.9916 -0.4490 0.101
H 2.055014 -1.200508 1.465757 -0.8495 0.3432 -0.3113 0.144
H -1.818122 -2.274947 2.389770 -0.6387 1.3570 -1.0272 0.114
H -3.226873 -1.186666 1.889905 0.5125 -0.3299 -0.3626 0.087
H -2.420029 -2.450960 0.770904 -0.1940 1.2605 0.4160 0.094
H -0.583633 0.141273 -2.060091 -1.9411 0.5369 0.4128 0.023
H -1.779271 -1.122463 -1.856701 -0.7443 2.4902 0.0439 0.112
H -2.267457 0.613765 -2.488687 -1.4510 0.9159 -1.1864 0.027
H -0.318402 1.032327 1.544063 -0.4130 -2.5929 0.6916 0.155

Entry 3:
90
Properties=species:S:1:pos:R:3:forces:R:3:lowdin_charge:R:1 method="wB97M-V/def2-TZVPD" e_above_lowest_kj_mol=39.9 spin_multiplicity=6 s_squared=8.755 orbital_gap_ha="0.306 / 0.324" total_charge=+1 mol_weight_g_mol=702.73 lumo_ev="-1.951 / -2.162" total_energy_ha=-3958.1701
Mn 1.376656 -0.837828 -0.164641 0.7654 0.3329 -0.4591 0.656
C 4.516527 -0.721747 1.718847 -0.0092 0.0054 -0.0092 -0.162
C 3.198684 -0.828983 2.474555 -0.0248 -0.0081 -0.0029 -0.200
N 2.074965 -0.063739 1.887968 -0.1045 -0.0493 0.0586 -0.097
C 2.228198 1.404108 1.950126 -0.0047 -0.0452 -0.0822 -0.171
C 2.595371 2.019073 0.608203 0.0375 -0.0917 -0.0349 -0.197
N 1.646775 1.559576 -0.410339 -0.0644 -0.1320 -0.0284 -0.100
C 1.778306 2.253991 -1.706672 0.0348 -0.0762 0.0366 -0.212
C 2.510263 1.462344 -2.780934 -0.0034 0.0020 -0.0130 -0.161
C 1.696029 0.306031 -3.357543 -0.0021 -0.0064 0.0519 -0.188
N 1.604545 -0.889471 -2.497898 -0.1112 -0.0915 0.0672 -0.103
C 2.693245 -1.863969 -2.704660 0.0184 -0.0129 0.0134 -0.193
C 3.982923 -1.497986 -1.969346 -0.0101 -0.0341 -0.0130 -0.177
N 3.738433 -0.912654 -0.637985 -0.1513 0.0688 0.0074 -0.103
C 4.590381 -1.491644 0.408289 -0.0300 -0.0390 0.0317 -0.216
H 5.291178 -1.123122 2.375353 -0.0018 -0.0134 0.0006 0.123
H 4.788473 0.327669 1.563702 -0.0036 0.0029 -0.0113 0.108
H 3.355535 -0.496702 3.507035 0.0157 0.0059 -0.0057 0.122
H 2.887492 -1.875180 2.500478 0.0048 -0.0047 0.0022 0.107
H 1.260205 -0.299050 2.447705 -0.0232 -0.0028 0.0273 0.096
H 2.962500 1.688994 2.709548 0.0270 0.0092 0.0057 0.135
H 1.268900 1.829691 2.257549 0.3704 -0.2115 -0.1308 0.073
H 3.612338 1.759610 0.306662 0.0082 -0.0094 -0.0199 0.104
H 2.570438 3.111250 0.708642 0.0158 -0.0132 -0.0023 0.117
H 0.724192 1.797621 -0.050197 0.2886 -0.0731 -0.0725 0.017
H 2.263712 3.224610 -1.557222 0.0402 -0.0075 -0.0018 0.122
H 0.767490 2.456333 -2.067520 0.0089 0.0193 -0.0197 0.081
H 3.485994 1.120719 -2.427958 0.0014 0.0076 0.0115 0.095
H 2.726867 2.149797 -3.602449 -0.0179 -0.0016 -0.0101 0.123
H 2.110072 0.018500 -4.330462 0.0022 0.0099 -0.0002 0.120
H 0.678554 0.664600 -3.535374 -0.0026 0.0055 -0.0003 0.116
H 0.747306 -1.378988 -2.740760 0.0145 -0.0127 -0.0532 0.090
H 2.910717 -1.976401 -3.772944 0.0103 0.0032 0.0006 0.125
H 2.327644 -2.821785 -2.341302 0.0086 0.0270 -0.0230 0.065
H 4.606882 -0.829301 -2.568154 -0.0269 0.0270 -0.0038 0.118
H 4.557932 -2.417022 -1.845866 0.0151 0.0064 -0.0117 0.124
H 3.919523 0.082289 -0.685236 0.1237 -0.0029 -0.0125 0.072
H 5.634063 -1.537303 0.075565 0.0042 0.0275 0.0107 0.124
H 4.252265 -2.517714 0.570706 0.0109 -0.0028 -0.0116 0.108
N -2.351519 0.184952 -0.225449 0.0697 0.0087 -0.0872 -0.401
P -1.807537 1.739274 -0.781888 -0.0430 -0.0414 -0.1009 0.994
C -3.415904 2.583856 -0.889222 0.0050 0.0162 0.0306 -0.383
C -3.694905 3.319601 -2.036066 -0.0037 -0.0277 -0.0323 -0.108
C -4.896298 4.007791 -2.151342 -0.0106 0.0004 -0.0107 -0.075
C -5.823640 3.952137 -1.124002 -0.0002 -0.0019 -0.0009 -0.069
C -5.553410 3.214274 0.024019 0.0012 -0.0085 0.0083 -0.070
C -4.352704 2.537503 0.144535 0.0232 0.0139 0.0123 -0.090
C -1.132306 2.451576 0.771123 -0.2020 0.0234 0.1307 -0.388
C -1.313437 1.897710 2.035842 -0.0453 0.0379 0.0681 -0.091
C -0.727645 2.485778 3.150368 -0.2191 0.1018 0.0711 -0.082
C 0.041441 3.632983 3.013471 -0.1725 0.1566 0.0545 -0.084
C 0.227171 4.193920 1.755679 -0.0828 0.0584 0.0403 -0.074
C -0.348121 3.600386 0.642305 -0.1772 0.1875 0.0952 -0.119
P -1.251360 -1.075662 0.067067 -0.0761 0.0527 0.1283 0.931
C -1.711250 -1.712019 1.709014 -0.0468 -0.0244 -0.0094 -0.386
C -3.022744 -1.617797 2.172732 0.0113 0.0643 -0.0065 -0.095
C -3.357480 -2.098321 3.428156 -0.0125 -0.0050 0.0115 -0.066
C -2.386534 -2.685561 4.230192 -0.0005 -0.0063 0.0096 -0.068
C -1.083022 -2.795868 3.771311 -0.0170 0.0017 -0.0158 -0.065
C -0.744157 -2.309370 2.514425 0.0299 -0.0162 0.0404 -0.119
C -1.816526 -2.361652 -1.077191 0.0609 -0.0223 -0.0178 -0.364
C -1.890703 -2.043045 -2.435203 0.0219 -0.0232 -0.0291 -0.121
C -2.236491 -3.013192 -3.361484 -0.0040 0.0232 -0.0005 -0.068
C -2.504551 -4.309056 -2.939237 -0.0011 -0.0101 -0.0173 -0.061
C -2.433844 -4.628694 -1.593426 0.0091 -0.0269 -0.0096 -0.061
C -2.090247 -3.659657 -0.661616 0.0046 -0.0135 0.0132 -0.091
H -3.228366 -0.102969 -0.645439 -0.0682 0.0714 0.1154 0.068
H -2.973328 3.350314 -2.844262 0.0047 0.0067 0.0105 0.094
H -5.107656 4.580496 -3.044511 0.0002 -0.0027 0.0015 0.108
H -6.761428 4.484406 -1.213501 0.0015 0.0008 0.0007 0.110
H -6.278125 3.176492 0.826660 -0.0014 0.0023 -0.0020 0.109
H -4.133018 1.979180 1.047543 -0.0086 -0.0040 -0.0042 0.100
H -1.922198 1.012167 2.157205 -0.0235 -0.0584 -0.0120 0.082
H -0.882685 2.049629 4.129349 0.0057 0.0000 0.0042 0.116
H 0.490890 4.093035 3.883806 0.0082 -0.0055 0.0012 0.116
H 0.817557 5.094367 1.644290 -0.0008 0.0050 -0.0017 0.116
H -0.193880 4.040301 -0.339215 -0.0064 -0.0140 0.0120 0.112
H -3.782294 -1.154555 1.554210 -0.0119 -0.0052 0.0161 0.103
H -4.377029 -2.019410 3.782189 0.0007 0.0015 -0.0058 0.110
H -2.650220 -3.061642 5.209913 -0.0014 -0.0003 -0.0019 0.110
H -0.327851 -3.267049 4.387169 -0.0018 0.0008 -0.0009 0.110
H 0.267257 -2.439407 2.143988 -0.0102 0.0301 -0.0054 0.048
H -1.689860 -1.029472 -2.772306 -0.0066 0.0145 0.0279 0.093
H -2.298102 -2.758681 -4.411503 -0.0008 -0.0093 -0.0020 0.109
H -2.768226 -5.069177 -3.662231 0.0027 0.0021 -0.0021 0.112
H -2.639414 -5.638712 -1.265336 -0.0055 0.0008 0.0033 0.115
H -2.037219 -3.918460 0.388707 0.0059 0.0028 -0.0060 0.105
O 1.226268 -4.638460 -1.528683 -0.0760 -0.0495 0.0225 -0.553
S 1.394794 -4.265733 -0.123310 0.1358 0.2158 -0.1198 0.712
N 1.590327 -2.844727 0.225717 -0.2995 -0.3432 0.2803 -0.488

Entry 4:
15
Properties=species:S:1:pos:R:3:forces:R:3:lowdin_charge:R:1 method="wB97M-V/def2-TZVPD" e_above_lowest_kj_mol=86.5 orbital_gap_ha=0.376 mol_weight_g_mol=106.14 lumo_ev=0.303 total_energy_ha=-705.1141
O -2.841302 -2.370132 3.276411 0.1958 -0.1608 0.0347 -0.063
H -2.118438 -2.384962 3.912357 -0.0852 0.0888 0.0525 0.029
H -2.488463 -2.870278 2.532054 -0.1435 0.1258 -0.0857 0.034
O -3.530206 -0.025570 0.257371 0.0942 0.4487 0.1563 -0.059
H -3.708137 0.316250 1.142472 -0.2254 -0.2939 0.0334 0.041
H -2.667471 0.370777 0.099324 0.0990 -0.2804 -0.1113 -0.004
O 0.022392 2.185967 -1.143238 -0.1891 -0.1684 0.1639 -0.048
H -0.928258 2.222302 -1.300241 0.1284 0.2246 -0.1804 0.047
H 0.439228 2.645622 -1.876715 -0.0611 -0.0192 -0.0610 0.048
O -0.485044 0.389813 1.195896 -0.1910 -0.0643 -0.1335 -0.058
H 0.427600 0.366495 1.493714 0.0446 0.0329 0.0576 0.039
H -0.419382 0.723207 0.292597 0.3355 0.0668 0.0737 -0.009
S 6.300599 0.011525 -3.491675 0.1458 0.1585 0.0022 0.459
H 5.202388 -0.697626 -3.767357 0.0032 -0.1365 0.0806 -0.232
H 6.794495 -0.883391 -2.622970 -0.1512 -0.0225 -0.0829 -0.226